107
Properties=species:S:1:pos:R:3 method="wB97M-V/def2-TZVPD" homo_energy_ev=-8.5 smiles="COCCC[C@]1(P(O)Br)OC(=O)C[C@@H]1OC[C@@H](C)C(C)C.CN(C)C=O.CN(C)C=O.CN(C)C=O.CN(C)C=O.CN(C)C=O" fmax_ev_per_a=2.8 orbital_gap_ha=0.331
C 0.4998 -2.1349 1.9834
O 1.8251 -1.8211 1.4549
C 1.6284 -0.7641 0.4901
C 2.2354 0.6286 0.9989
C 1.9507 1.7091 -0.1516
C 1.5458 3.1329 0.3861
P 1.6455 4.3098 -1.1407
O 3.2879 4.7727 -1.2775
Br 1.2373 3.1440 -3.0364
O 2.5218 3.7580 1.2745
C 1.8188 4.4432 2.2915
O 2.0771 5.5013 2.8254
C 0.5756 3.4650 2.5455
C 0.1046 3.3468 1.0374
O -0.7289 2.2794 0.6245
C -1.6438 1.8325 1.6448
C -2.6661 0.7971 1.0350
C -3.2795 -0.0062 2.2807
C -3.8778 1.4537 0.2383
C -4.1452 0.5602 -1.0706
C -3.6350 2.9380 -0.2538
H -0.1672 -2.5537 1.1728
H 0.6244 -2.8449 2.8495
H 0.0141 -1.1730 2.3554
H 2.1232 -0.9911 -0.4980
H 0.5355 -0.5710 0.2776
H 3.3556 0.5214 1.0938
H 1.8148 0.9177 2.0000
H 2.8555 1.7312 -0.8360
H 1.1071 1.2926 -0.7822
H 3.8282 4.0127 -0.9591
H -0.1748 3.9295 3.2437
H 1.0456 2.5705 3.0416
H -0.1995 4.4049 0.7796
H -1.0462 1.2593 2.4293
H -2.1432 2.6770 2.2189
H -2.1201 0.0557 0.3871
H -3.4267 -1.0968 2.0006
H -2.5873 0.0177 3.1694
H -4.2703 0.4058 2.6232
H -4.8302 1.3932 0.8404
H -3.6281 0.9515 -1.9823
H -5.2489 0.5112 -1.3317
H -3.7651 -0.4890 -0.8108
H -2.7364 2.9935 -0.9286
H -3.6184 3.6734 0.5974
H -4.5278 3.2075 -0.9067
C -2.6947 -2.0915 -1.9276
O -2.3698 -1.9497 -0.7578
N -1.9736 -2.7454 -2.8660
C -2.4258 -2.8736 -4.2351
C -0.7031 -3.3335 -2.4784
H -3.6388 -1.6797 -2.3177
H -2.5253 -3.9336 -4.4829
H -1.6920 -2.4120 -4.9002
H -3.3898 -2.3825 -4.3723
H -0.8707 -4.0600 -1.6809
H -0.0456 -2.5481 -2.1017
H -0.2327 -3.8250 -3.3297
C 2.7104 -3.9845 -1.1289
O 2.5180 -3.0456 -1.8795
N 3.9184 -4.5590 -0.8889
C 4.0696 -5.6750 0.0207
C 5.0912 -4.0371 -1.5643
H 1.8875 -4.4543 -0.5663
H 4.7527 -5.3932 0.8258
H 4.4811 -6.5295 -0.5229
H 3.1077 -5.9559 0.4513
H 5.2194 -2.9843 -1.3034
H 4.9496 -4.1131 -2.6448
H 5.9790 -4.5971 -1.2716
C 6.6568 5.5836 4.1442
O 7.7418 5.7737 4.6626
N 6.3210 5.9391 2.8779
C 5.0040 5.6785 2.3276
C 7.3113 6.6001 2.0500
H 5.8334 5.0889 4.6860
H 5.1046 5.0402 1.4462
H 4.5421 6.6252 2.0407
H 4.3704 5.1809 3.0575
H 8.1838 5.9516 1.9426
H 7.6251 7.5280 2.5333
H 6.8968 6.8217 1.0669
C -5.0414 1.3391 -4.8515
O -4.4734 0.8255 -3.9049
N -6.2019 2.0394 -4.7788
C -6.8226 2.6252 -5.9497
C -6.8398 2.2059 -3.4858
H -4.6404 1.2718 -5.8766
H -6.8989 3.7065 -5.8132
H -7.8227 2.2032 -6.0755
H -6.2341 2.4196 -6.8440
H -6.1536 2.7182 -2.8078
H -7.0723 1.2235 -3.0687
H -7.7562 2.7866 -3.5866
C -0.3918 -6.0137 1.4282
O -0.2560 -4.8579 1.0690
N -0.1586 -6.4777 2.6829
C -0.3436 -7.8715 3.0344
C 0.2893 -5.5487 3.7035
H -0.7277 -6.8015 0.7329
H -1.0909 -7.9460 3.8278
H 0.6050 -8.2819 3.3889
H -0.6808 -8.4471 2.1722
H -0.4559 -4.7597 3.8254
H 1.2310 -5.0929 3.3890
H 0.4323 -6.0663 4.6516

109
Properties=species:S:1:pos:R:3 method="wB97M-V/def2-TZVPD" homo_energy_ev=-9.3 smiles="CCCCCCCCC[C@@]1(PP(=O)(O)O)OS(=O)(=O)O[C@]1(C[C@H](C)I)[C@H](Cl)CC.COCCOCCOC.COCCOCCOC" fmax_ev_per_a=1.7 orbital_gap_ha=0.353
C 5.2561 -0.5204 -1.0832
C 6.1317 0.7211 -1.2577
C 5.3581 2.0440 -1.2222
C 5.1336 2.6680 -2.6036
C 4.1799 1.8524 -3.4827
C 3.3165 2.6693 -4.4445
C 2.6132 3.8829 -3.8448
C 1.7986 3.6141 -2.5855
C 0.3824 3.1572 -2.9390
C -0.5280 2.7252 -1.7884
P -0.0904 3.7107 -0.2302
P -0.9219 5.6995 -0.5885
O -0.1677 6.6242 0.2557
O -0.8103 5.9801 -2.1451
O -2.4995 5.7051 -0.3503
O -1.8771 3.1651 -2.2324
S -3.0606 2.2675 -1.6450
O -3.7380 1.7367 -2.7780
O -3.8810 2.9427 -0.7034
O -2.1211 1.2474 -0.9133
C -0.7710 1.2133 -1.5436
C -0.9644 0.3839 -2.8423
C 0.1462 -0.5868 -3.2292
C 1.3366 0.0326 -3.9422
I -0.7397 -2.0109 -4.6119
C 0.0377 0.5875 -0.4073
Cl 1.7835 0.6753 -0.7234
C -0.4830 -0.8186 -0.0107
C 0.5668 -1.8962 0.2258
H 5.8001 -1.4312 -1.3315
H 4.9218 -0.6201 -0.0524
H 4.3871 -0.4815 -1.7395
H 6.7144 0.6336 -2.1744
H 6.8492 0.7217 -0.4363
H 5.9498 2.7607 -0.6494
H 4.4107 1.9455 -0.6879
H 6.1186 2.7450 -3.0675
H 4.7906 3.6901 -2.4538
H 4.7702 1.1518 -4.0729
H 3.5445 1.2551 -2.8253
H 2.5578 2.0243 -4.8966
H 3.9474 2.9890 -5.2761
H 3.3574 4.6454 -3.6204
H 1.9724 4.3150 -4.6158
H 1.7140 4.5736 -2.0747
H 2.2990 2.9245 -1.9098
H 0.3927 2.4142 -3.7342
H -0.1055 4.0371 -3.3493
H -1.0454 3.1684 0.6424
H -1.5840 6.4374 -2.4963
H -2.7185 5.3347 0.5114
H -1.1430 1.0544 -3.6803
H -1.8840 -0.1714 -2.7010
H 0.4745 -1.2059 -2.4050
H 1.7846 0.8245 -3.3473
H 2.1001 -0.7304 -4.0908
H 1.0591 0.3842 -4.9332
H -0.1244 1.2313 0.4509
H -1.0491 -0.7092 0.9117
H -1.1913 -1.1616 -0.7614
H 1.2210 -1.6539 1.0582
H 0.0659 -2.8395 0.4360
H 1.1802 -2.0800 -0.6535
C -0.9618 -9.0362 0.9730
O 0.2565 -8.4115 0.6410
C 0.0715 -7.3251 -0.2480
C 1.3095 -6.4598 -0.3006
O 1.4201 -5.5470 0.7825
C 1.8270 -6.0885 2.0311
C 3.3008 -6.4169 2.1046
O 3.5644 -7.6721 1.5056
C 4.9423 -7.8783 1.2993
H -1.4700 -9.4172 0.0793
H -0.7349 -9.8711 1.6325
H -1.6300 -8.3427 1.4973
H -0.7825 -6.7151 0.0730
H -0.1341 -7.7191 -1.2535
H 1.2348 -5.8324 -1.1916
H 2.2081 -7.0727 -0.3950
H 1.2225 -6.9561 2.3026
H 1.6282 -5.2984 2.7583
H 3.6085 -6.4542 3.1595
H 3.8726 -5.6290 1.5977
H 5.3528 -7.1341 0.6064
H 5.0664 -8.8684 0.8660
H 5.4968 -7.8323 2.2442
C -3.1041 2.3829 2.2386
O -4.1454 2.8376 3.0685
C -5.3347 3.0979 2.3363
C -6.5142 3.2239 3.2723
O -7.0494 1.9779 3.6924
C -6.3296 1.2823 4.6979
C -6.5145 1.8492 6.0872
O -5.6651 2.9640 6.2907
C -6.0120 3.6856 7.4491
H -2.8760 3.1156 1.4641
H -2.2271 2.2264 2.8685
H -3.3727 1.4327 1.7618
H -5.5209 2.2914 1.6185
H -5.2128 4.0379 1.7805
H -7.3221 3.7061 2.7185
H -6.2655 3.8569 4.1270
H -5.2685 1.2106 4.4495
H -6.7464 0.2731 4.6949
H -6.2678 1.0748 6.8279
H -7.5631 2.1440 6.2204
H -7.0229 4.1021 7.3661
H -5.3022 4.5035 7.5536
H -5.9579 3.0524 8.3429

110
Properties=species:S:1:pos:R:3 method="wB97M-V/def2-TZVPD" homo_energy_ev=0.2 total_charge=-2 fmax_ev_per_a=12.7 e_above_lowest_kj_mol=929.2 orbital_gap_ha=0.137
N 0.2033 0.3032 -0.3809
H -0.7477 0.0902 -0.5469
H 0.6693 -0.6838 -0.5049
H 0.0193 0.4262 0.5291
H 0.8113 0.9972 -0.5929
P -0.6287 -2.0548 1.6291
O 0.7003 -1.5068 1.6891
O -1.5337 -0.7008 1.5131
O -1.0857 -2.9698 2.6101
O -0.5937 -2.4958 0.1911
O 2.7093 -0.8348 -4.1139
C 2.3743 -1.9698 -3.7289
O 3.1893 -2.9378 -3.5029
C 4.5493 -2.8828 -3.8559
C 5.2323 -4.2188 -3.6049
C 0.8993 -2.1428 -3.3429
H 4.8653 -2.2148 -2.8429
H 4.7693 -2.5488 -4.8769
H 4.9953 -4.8718 -2.6659
H 6.3123 -4.3388 -3.7469
H 4.9463 -5.0068 -4.3979
H 0.1933 -1.2388 -3.3339
H 0.8063 -2.5878 -2.2849
H 0.4893 -2.8198 -4.1739
O 1.6773 0.0522 5.1051
C 0.7073 0.2782 4.4961
O -0.3737 0.9902 4.8821
C -0.3347 1.5702 6.1851
C -1.4617 2.5752 6.3761
C 0.5503 -0.4488 3.2291
H 0.5213 2.1492 6.3541
H -0.4247 0.6442 7.0031
H -2.2867 2.0452 6.0781
H -1.4277 3.5332 5.8201
H -1.6317 2.7742 7.4641
H -0.2597 -1.1428 3.2191
H 1.5003 -1.3038 3.1331
H 0.2663 0.2062 2.3161
O -2.0977 4.0062 -1.0829
C -2.8617 3.5572 -0.2279
O -3.4057 4.2522 0.8551
C -3.0657 5.5992 1.0131
C -3.8177 6.3022 2.1881
C -3.0467 2.0272 -0.0729
H -3.4557 6.0712 -0.0169
H -2.0227 5.8442 1.2071
H -4.9827 6.5692 2.0731
H -3.6347 7.1672 2.3671
H -3.7377 5.7042 3.3111
H -2.1317 1.6182 0.4311
H -3.1737 1.5912 -1.1119
H -3.8217 1.7982 0.4121
O 4.5053 -5.2328 0.2361
C 3.3203 -4.9718 0.3561
O 2.4563 -5.7538 1.0401
C 1.1463 -5.3608 1.5531
C 0.3243 -6.4878 2.3071
C 2.6883 -3.7708 -0.2429
H 0.3693 -5.1378 0.8641
H 1.1833 -4.4588 2.0681
H -0.8347 -6.0288 2.5181
H 0.7283 -6.6748 3.2611
H 0.3033 -7.4028 1.5521
H 3.2513 -3.4398 -1.1219
H 2.1663 -3.0968 0.3121
H 1.6203 -4.0718 -0.7669
O -1.8527 0.1052 -3.0939
C -2.5007 -0.9328 -3.0919
O -2.9457 -1.8038 -4.1699
C -2.5407 -1.4348 -5.4719
C -2.8087 -2.6458 -6.3249
C -3.0187 -1.6578 -1.8719
H -1.5917 -0.9698 -5.6679
H -3.3227 -0.5778 -5.6149
H -3.7967 -3.0668 -6.0549
H -2.1617 -3.4968 -5.8919
H -2.6677 -2.3918 -7.2709
H -4.0927 -1.3728 -2.1599
H -2.6727 -1.4558 -0.9319
H -2.8697 -2.7758 -1.7449
C -0.4947 4.3322 4.7451
C -0.5187 3.6812 3.4101
O 0.1323 4.2132 2.4361
C -1.4297 2.5142 3.2101
H -1.5267 4.1752 5.2281
H -0.2097 5.3662 4.7261
H 0.1553 3.8892 5.3571
H -0.9147 1.8402 2.8321
H -2.3007 2.7422 2.7441
H -1.3977 1.9622 4.1621
C 0.1563 1.5642 -4.8619
C -0.0797 2.7292 -3.9779
O 0.5603 2.8542 -2.7489
C -1.0717 3.8242 -4.3209
H 0.9053 0.9382 -4.1889
H 0.7623 1.8622 -5.7179
H -0.7037 0.9782 -4.8359
H -1.0057 4.6082 -3.4589
H -2.0717 3.3492 -4.3949
H -0.8757 4.1382 -5.3599
C 3.8303 0.1872 0.2741
C 3.0853 1.3722 0.8631
O 2.5693 2.2562 0.0671
C 2.7593 1.3072 2.2881
H 3.5073 -0.8618 0.8801
H 4.9153 0.0812 0.1751
H 3.4553 0.0072 -0.6989
H 3.3953 0.6492 2.8661
H 1.6603 0.7902 2.3121
H 2.4553 2.1992 2.7431

103
Properties=species:S:1:pos:R:3 method="wB97M-V/def2-TZVPD" homo_energy_ev=-9.9 smiles="CCCCCCCCCCCCC[C@@H]1CCC(=O)O1.CCOP(=O)(OCC)OCC.CCOP(=O)(OCC)OCC" fmax_ev_per_a=10.0 orbital_gap_ha=0.291
C 10.2637 2.1959 1.6947
C 9.2970 1.4836 0.5417
C 8.3236 2.7163 -0.0199
C 7.3797 2.2607 -1.2921
C 6.8680 3.6498 -2.0705
C 6.3796 4.7255 -0.9190
C 5.3587 5.8907 -1.4875
C 3.8580 5.1711 -1.5659
C 2.7524 5.9732 -0.6477
C 1.6377 4.9314 0.0106
C 0.1903 5.3124 -0.6616
C -1.0300 4.9768 0.4173
C -2.4092 4.8428 -0.4325
C -3.1733 3.4118 -0.4016
C -2.6691 2.1568 0.5029
C -2.6804 1.0156 -0.7207
C -2.3024 1.9615 -2.0332
O -1.3764 1.8099 -2.9829
O -3.2985 3.0655 -1.8496
H 10.1085 3.3735 1.6391
H 11.4021 2.0086 1.4987
H 9.9029 1.8625 2.7589
H 9.9149 0.9671 -0.3078
H 8.5942 0.7250 1.1080
H 7.6973 3.0639 0.9307
H 9.0394 3.5819 -0.3959
H 6.4275 1.6577 -0.9089
H 7.9475 1.5381 -2.0498
H 5.9866 3.4185 -2.8215
H 7.8246 4.0935 -2.5905
H 7.2998 5.3100 -0.4351
H 5.8324 4.0972 -0.0663
H 5.3502 6.7925 -0.7169
H 5.6578 6.3160 -2.5438
H 3.9461 4.0517 -1.1982
H 3.5911 5.1227 -2.7131
H 3.3356 6.4432 0.2795
H 2.2554 6.8089 -1.3235
H 1.6554 5.0057 1.1815
H 1.9770 3.8332 -0.2585
H 0.0289 4.7655 -1.6894
H 0.1429 6.4801 -0.8891
H -1.1769 5.8896 1.1727
H -0.7272 4.0632 1.0767
H -3.1393 5.7119 -0.0890
H -2.1386 5.0656 -1.5743
H -4.2454 3.6670 0.0494
H -1.5616 2.0644 0.8659
H -3.4444 1.8176 1.3424
H -2.0203 0.0531 -0.5364
H -3.7918 0.6381 -0.7544
O -4.0972 -4.2516 3.5196
P -4.8435 -2.8952 3.5428
O -3.8139 -2.1886 4.6291
C -2.5598 -1.7313 4.1526
C -2.7128 -0.4843 3.3020
O -6.0065 -3.3751 4.6370
C -6.3184 -4.7520 4.7845
C -5.4656 -5.3977 5.8670
O -5.6774 -1.3796 3.5688
C -6.2438 -1.0110 2.3194
C -7.2189 -2.0483 1.7946
H -2.0564 -2.5249 3.5942
H -1.9467 -1.4977 5.0271
H -3.2024 -0.7234 2.3518
H -1.7372 -0.0449 3.0745
H -3.3286 0.2638 3.8067
H -6.2258 -5.2779 3.8290
H -7.3748 -4.8229 5.0734
H -4.4084 -5.1420 5.7728
H -5.5641 -6.4863 5.8377
H -5.7789 -5.0500 6.8554
H -5.4390 -0.8474 1.5964
H -6.7628 -0.0570 2.4622
H -6.7121 -2.9943 1.5774
H -7.6920 -1.7012 0.8721
H -7.9946 -2.2605 2.5372
O -2.8490 -4.7298 -2.5312
P -1.3472 -4.5800 -2.8770
O -0.9923 -6.1808 -2.6517
C -1.3550 -7.0905 -3.6763
C -0.4612 -6.9385 -4.8928
O -0.8904 -4.0485 -1.3641
C -1.8417 -3.4310 -0.5106
C -2.5233 -4.4539 0.3868
O 0.3308 -4.4126 -3.2635
C 0.5978 -3.4455 -4.2690
C 0.0849 -2.0662 -3.8996
H -2.4061 -6.9560 -3.9454
H -1.2410 -8.0988 -3.2695
H -0.6603 -5.9889 -5.4013
H -0.6373 -7.7455 -5.6099
H 0.5938 -6.9412 -4.6093
H -2.5686 -2.8527 -1.0897
H -1.3039 -2.7088 0.1168
H -2.8583 -5.3346 -0.1646
H -3.3861 -4.0105 0.8913
H -1.8268 -4.8149 1.1487
H 0.1506 -3.7765 -5.2111
H 1.6835 -3.4088 -4.4101
H -1.0072 -2.0580 -3.8194
H 0.3714 -1.3322 -4.6576
H 0.4825 -1.7528 -2.9291